No. 1
The following is a quantum chemistry calculation of C61H57BrN2P2PdS as an isolated structure, from the Open Molecules 2025 dataset.

CARTESIAN COORDINATES (ANGSTROEM)
1 Br -6.971 -1.336 -2.610
2 C -5.538 -1.010 -3.814
3 C -5.488 0.196 -4.542
4 C -4.387 0.481 -5.344
5 C -3.315 -0.455 -5.461
6 S -1.958 -0.132 -6.373
7 C -3.419 -1.700 -4.771
8 C -4.518 -1.971 -3.963
9 H -6.313 0.900 -4.464
10 H -4.317 1.423 -5.888
11 H -2.612 -2.423 -4.888
12 H -4.592 -2.921 -3.440
13 C -6.648 2.827 0.264
14 N -5.877 2.015 1.184
15 C -6.470 1.848 2.497
16 C -4.798 1.271 0.799
17 C -4.420 0.140 1.564
18 C -3.397 -0.680 1.134
19 C -2.586 -0.328 0.031
20 C -1.374 -1.059 -0.306
21 C -0.857 -2.106 0.489
22 C 0.416 -2.727 0.271
23 C 0.977 -3.171 -0.967
24 C 2.204 -3.885 -0.921
25 C 2.856 -4.298 -2.057
26 C 2.351 -3.914 -3.325
27 N 3.068 -4.141 -4.454
28 C 2.721 -3.506 -5.705
29 C 4.181 -5.067 -4.489
30 C 1.110 -3.226 -3.393
31 C 0.393 -2.957 -2.239
32 Pd 0.559 -0.409 0.858
33 P 0.283 0.411 2.958
34 C 1.831 0.377 3.907
35 C 2.365 1.530 4.503
36 C 3.514 1.434 5.289
37 C 4.161 0.203 5.444
38 C 3.679 -0.930 4.780
39 C 2.537 -0.838 3.980
40 C -0.412 2.072 3.056
41 C -0.554 2.749 4.283
42 C -1.111 4.031 4.305
43 C -1.515 4.646 3.114
44 C -1.419 3.953 1.903
45 C -0.880 2.667 1.871
46 C -0.909 -0.575 3.916
47 C -2.126 -0.043 4.377
48 C -3.082 -0.873 4.962
49 C -2.859 -2.251 5.051
50 C -1.635 -2.781 4.633
51 C -0.654 -1.945 4.092
52 P 2.191 0.744 -0.275
53 C 1.460 1.458 -1.764
54 C 1.439 2.835 -2.047
55 C 0.693 3.298 -3.134
56 C 0.017 2.398 -3.962
57 C 0.120 1.024 -3.737
58 C 0.845 0.553 -2.647
59 C 3.094 2.093 0.524
60 C 4.496 2.101 0.593
61 C 5.150 3.138 1.259
62 C 4.420 4.175 1.846
63 C 3.026 4.198 1.736
64 C 2.371 3.166 1.068
65 C 3.475 -0.354 -0.937
66 C 3.812 -0.424 -2.298
67 C 4.835 -1.276 -2.719
68 C 5.562 -2.021 -1.787
69 C 5.225 -1.957 -0.431
70 C 4.173 -1.148 -0.009
71 C -2.964 0.811 -0.722
72 C -4.028 1.604 -0.349
73 H -6.166 2.901 -0.715
74 H -7.659 2.399 0.114
75 H -6.760 3.838 0.682
76 H -5.695 1.721 3.262
77 H -7.051 2.747 2.740
78 H -7.132 0.967 2.541
79 H -4.954 -0.106 2.485
80 H -3.213 -1.608 1.675
81 H -0.952 -0.871 -1.294
82 H -1.425 -2.462 1.341
83 H 0.900 -3.135 1.160
84 H 2.651 -4.093 0.055
85 H 3.808 -4.833 -1.978
86 H 2.554 -2.423 -5.585
87 H 3.549 -3.657 -6.406
88 H 1.805 -3.948 -6.129
89 H 4.041 -5.877 -3.763
90 H 4.241 -5.499 -5.498
91 H 5.138 -4.562 -4.268
92 H 0.716 -2.910 -4.361
93 H -0.628 -2.581 -2.301
94 H 1.879 2.496 4.363
95 H 3.905 2.326 5.777
96 H 5.049 0.134 6.076
97 H 4.194 -1.884 4.888
98 H 2.213 -1.709 3.407
99 H -0.237 2.271 5.213
100 H -1.223 4.549 5.257
101 H -1.905 5.667 3.135
102 H -1.756 4.421 0.978
103 H -0.782 2.138 0.918
104 H -2.327 1.022 4.285
105 H -4.008 -0.439 5.339
106 H -3.644 -2.904 5.442
107 H -1.448 -3.849 4.724
108 H 0.307 -2.366 3.803
109 H 2.020 3.525 -1.439
110 H 0.643 4.367 -3.331
111 H -0.591 2.758 -4.795
112 H -0.369 0.325 -4.419
113 H 0.945 -0.520 -2.479
114 H 5.071 1.316 0.105
115 H 6.236 3.133 1.314
116 H 4.938 4.972 2.383
117 H 2.454 5.022 2.161
118 H 1.288 3.200 0.954
119 H 3.300 0.197 -3.031
120 H 5.068 -1.349 -3.781
121 H 6.385 -2.659 -2.121
122 H 5.780 -2.553 0.295
123 H 3.888 -1.122 1.045
124 H -2.390 1.063 -1.613
125 H -4.256 2.507 -0.917

Summary:
- total charge = +2

---

No. 2
The following is a quantum chemistry calculation of C61H57F6N8O2P3SeSiW as an isolated structure, from the Open Molecules 2025 dataset.

CARTESIAN COORDINATES (ANGSTROEM)
1 W 0.111 0.677 0.103
2 C 1.540 4.281 1.214
3 Si 1.529 2.833 -0.073
4 C 3.352 2.173 0.171
5 C 4.341 3.076 0.552
6 C 5.552 2.658 1.072
7 C 5.786 1.309 1.277
8 C 4.849 0.390 0.854
9 C 3.655 0.808 0.274
10 P 2.656 -0.436 -0.640
11 C 4.190 -1.052 -1.500
12 C 4.621 -2.372 -1.488
13 C 5.877 -2.695 -1.978
14 C 6.703 -1.716 -2.501
15 C 6.259 -0.404 -2.556
16 C 5.012 -0.079 -2.064
17 C 2.323 -1.953 0.362
18 C 2.596 -2.085 1.716
19 C 2.113 -3.178 2.419
20 C 1.363 -4.151 1.782
21 C 1.188 -4.089 0.408
22 C 1.682 -3.011 -0.302
23 C 1.013 3.827 -1.671
24 C 1.081 5.215 -1.698
25 C 0.586 5.941 -2.770
26 C 0.010 5.288 -3.844
27 C -0.026 3.905 -3.859
28 C 0.470 3.177 -2.785
29 P 0.541 1.351 -2.802
30 C -0.408 1.038 -4.358
31 C 0.202 1.069 -5.614
32 C -0.545 0.907 -6.766
33 C -1.913 0.698 -6.697
34 C -2.526 0.667 -5.456
35 C -1.784 0.849 -4.302
36 C 2.209 1.116 -3.536
37 C 3.085 2.158 -3.820
38 C 4.206 1.923 -4.601
39 C 4.464 0.654 -5.091
40 C 3.620 -0.398 -4.770
41 C 2.502 -0.171 -3.992
42 H 2.306 5.015 0.981
43 H 1.774 3.897 2.201
44 H 0.584 4.800 1.257
45 H 4.169 4.132 0.428
46 H 6.297 3.387 1.350
47 H 6.695 0.972 1.750
48 H 5.049 -0.667 0.967
49 H 4.013 -3.156 -1.060
50 H 6.223 -3.717 -1.913
51 H 7.689 -1.967 -2.858
52 H 6.893 0.369 -2.963
53 H 4.694 0.952 -2.085
54 H 3.171 -1.329 2.226
55 H 2.306 -3.237 3.479
56 H 0.945 -4.974 2.341
57 H 0.669 -4.886 -0.104
58 H 1.634 -3.016 -1.389
59 H 1.532 5.743 -0.875
60 H 0.642 7.018 -2.753
61 H -0.402 5.846 -4.671
62 H -0.458 3.403 -4.709
63 H 1.259 1.256 -5.711
64 H -0.048 0.962 -7.724
65 H -2.490 0.581 -7.602
66 H -3.594 0.518 -5.381
67 H -2.284 0.866 -3.350
68 H 2.887 3.158 -3.463
69 H 4.870 2.740 -4.841
70 H 5.321 0.485 -5.722
71 H 3.833 -1.389 -5.139
72 H 1.819 -0.982 -3.771
73 C -5.157 0.312 -1.880
74 N -4.032 1.077 -1.383
75 C -4.329 2.372 -0.807
76 C -2.811 0.509 -1.265
77 N -1.694 1.199 -1.080
78 N -2.779 -0.859 -1.476
79 C -1.645 -1.614 -1.345
80 N -1.837 -2.954 -1.480
81 N -0.452 -1.092 -1.226
82 H -5.914 1.009 -2.233
83 H -5.595 -0.321 -1.102
84 H -4.847 -0.305 -2.725
85 H -5.303 2.325 -0.325
86 H -4.353 3.152 -1.570
87 H -3.599 2.635 -0.039
88 H -1.894 2.202 -1.129
89 H -3.619 -1.320 -1.100
90 H -2.775 -3.316 -1.435
91 H -1.108 -3.587 -1.194
92 H 0.243 -1.834 -1.282
93 O -0.093 -0.653 1.632
94 C -1.228 -1.140 1.871
95 N -1.526 -2.026 2.828
96 C -2.850 -2.571 2.574
97 C -3.228 -1.754 1.317
98 O -4.219 -1.916 0.618
99 N -2.248 -0.874 1.047
100 C -2.742 -4.072 2.383
101 C -3.086 -4.708 1.201
102 C -2.956 -6.082 1.084
103 C -2.495 -6.832 2.150
104 C -2.161 -6.203 3.338
105 C -2.276 -4.830 3.453
106 C -3.896 -2.268 3.633
107 C -5.123 -2.920 3.558
108 C -6.119 -2.646 4.477
109 C -5.897 -1.716 5.477
110 C -4.676 -1.070 5.558
111 C -3.677 -1.337 4.636
112 H -0.851 -2.371 3.490
113 H -3.511 -4.140 0.388
114 H -3.230 -6.578 0.164
115 H -2.415 -7.905 2.068
116 H -1.816 -6.782 4.180
117 H -2.040 -4.349 4.391
118 H -5.298 -3.637 2.772
119 H -7.065 -3.162 4.413
120 H -6.680 -1.484 6.182
121 H -4.491 -0.353 6.344
122 H -2.728 -0.825 4.708
123 F 1.719 0.774 2.061
124 P 1.726 0.755 3.845
125 F 1.717 0.797 5.419
126 F 0.134 0.970 3.708
127 F 1.945 2.342 3.724
128 F 3.295 0.496 3.721
129 F 1.444 -0.824 3.827
130 Se -1.353 2.270 1.512
131 C -1.590 2.887 3.360
132 C -0.838 3.894 3.940
133 C -1.138 4.255 5.245
134 N -2.111 3.703 5.941
135 C -2.836 2.759 5.379
136 C -2.620 2.307 4.086
137 H -0.035 4.373 3.411
138 H -0.565 5.021 5.748
139 H -3.628 2.341 5.988
140 H -3.227 1.517 3.667

Summary:
- total charge = +1
- relative energy (zero: lowest compared OMol25 entry of this formula, charge and spin) (kJ/mol) = 173.5
- expectation value of S² = 0.763
- 2S+1 = 2

---

No. 3
The following is a quantum chemistry calculation of C61H66BaCl4N4O6S as an isolated structure, from the Open Molecules 2025 dataset.

CARTESIAN COORDINATES (ANGSTROEM)
1 Ba -0.281 -0.066 0.164
2 C -5.372 1.071 -4.410
3 C -3.880 0.826 -4.660
4 C -3.032 1.246 -3.499
5 C -2.382 2.428 -3.321
6 C -2.259 3.567 -4.285
7 C -0.920 3.540 -5.031
8 C -1.756 2.360 -2.000
9 C -1.077 3.407 -1.374
10 C -0.593 3.481 -0.057
11 C -0.025 4.669 0.570
12 C 0.121 6.011 -0.078
13 C -1.187 6.809 -0.078
14 C 0.268 4.322 1.857
15 C -0.146 2.931 2.011
16 C -0.166 2.220 3.222
17 C -0.754 0.985 3.504
18 N -1.336 0.174 2.591
19 C -1.901 -0.855 3.244
20 C -2.668 -1.869 2.641
21 C -3.069 -1.979 1.308
22 N -2.736 -1.114 0.326
23 C -3.385 -1.490 -0.794
24 C -3.390 -0.783 -2.000
25 C -2.808 0.464 -2.283
26 N -2.019 1.156 -1.441
27 C -4.157 -2.710 -0.532
28 C -3.964 -3.011 0.775
29 C -4.455 -4.207 1.529
30 C -3.361 -5.271 1.674
31 C -4.993 -3.441 -1.535
32 C -6.392 -2.835 -1.691
33 C -1.641 -0.731 4.679
34 C -0.925 0.416 4.840
35 C -0.444 1.034 6.116
36 C -1.377 2.136 6.630
37 C -2.135 -1.671 5.735
38 C -3.591 -1.398 6.127
39 N -0.628 2.471 0.836
40 C 0.823 5.190 2.944
41 C -0.271 5.795 3.831
42 H -5.981 0.739 -5.256
43 H -5.561 2.133 -4.244
44 H -5.699 0.536 -3.517
45 H -3.569 1.363 -5.561
46 H -3.718 -0.236 -4.866
47 H -2.356 4.517 -3.749
48 H -3.082 3.538 -5.005
49 H -0.087 3.549 -4.326
50 H -0.817 4.396 -5.705
51 H -0.832 2.624 -5.620
52 H -0.963 4.312 -1.966
53 H 0.459 5.887 -1.111
54 H 0.900 6.586 0.430
55 H -1.972 6.251 -0.591
56 H -1.066 7.776 -0.576
57 H -1.527 6.988 0.943
58 H 0.269 2.738 4.073
59 H -3.036 -2.643 3.308
60 H -3.973 -1.225 -2.803
61 H -5.320 -4.636 1.015
62 H -4.808 -3.902 2.520
63 H -2.980 -5.561 0.694
64 H -3.738 -6.158 2.193
65 H -2.508 -4.874 2.224
66 H -5.079 -4.491 -1.244
67 H -4.483 -3.437 -2.503
68 H -6.929 -2.869 -0.740
69 H -6.981 -3.372 -2.440
70 H -6.324 -1.787 -1.991
71 H 0.556 1.450 5.967
72 H -0.343 0.260 6.883
73 H -1.498 2.915 5.876
74 H -0.990 2.594 7.544
75 H -2.369 1.729 6.841
76 H -1.499 -1.599 6.622
77 H -2.045 -2.701 5.378
78 H -3.697 -0.388 6.527
79 H -3.941 -2.107 6.884
80 H -4.241 -1.476 5.254
81 H 1.422 5.994 2.505
82 H 1.508 4.605 3.565
83 H -0.935 6.429 3.240
84 H 0.155 6.399 4.638
85 H -0.881 5.006 4.275
86 O 1.679 0.863 -1.231
87 S 2.936 0.294 -0.643
88 C 3.609 1.635 0.388
89 C 3.981 2.874 -0.359
90 C 3.002 3.656 -0.976
91 C 3.365 4.778 -1.706
92 C 4.699 5.147 -1.822
93 C 5.678 4.383 -1.203
94 C 5.317 3.251 -0.482
95 C 4.170 0.325 -2.038
96 C 3.638 1.018 -3.254
97 C 4.180 2.223 -3.687
98 C 3.657 2.876 -4.795
99 C 2.577 2.334 -5.476
100 C 2.024 1.135 -5.045
101 C 2.550 0.481 -3.943
102 H 4.434 1.181 0.939
103 H 2.792 1.791 1.096
104 H 1.963 3.365 -0.892
105 H 2.598 5.367 -2.194
106 H 4.974 6.028 -2.391
107 H 6.721 4.664 -1.281
108 H 6.081 2.651 0.001
109 H 4.371 -0.729 -2.234
110 H 5.087 0.796 -1.682
111 H 4.998 2.670 -3.132
112 H 4.084 3.821 -5.112
113 H 2.153 2.853 -6.328
114 H 1.164 0.716 -5.553
115 H 2.096 -0.440 -3.594
116 C 4.928 -4.392 5.013
117 C 4.201 -4.671 3.728
118 C 4.463 -5.802 2.973
119 C 3.769 -6.027 1.790
120 Cl 4.111 -7.479 0.871
121 C 2.821 -5.132 1.341
122 C 2.559 -3.987 2.082
123 C 3.234 -3.759 3.277
124 O 3.011 -2.709 4.093
125 C 2.084 -1.735 3.641
126 C 2.610 -0.864 2.486
127 O 1.685 -0.284 1.860
128 O 3.831 -0.805 2.282
129 H 5.727 -5.118 5.171
130 H 4.245 -4.430 5.865
131 H 5.354 -3.387 4.997
132 H 5.208 -6.515 3.305
133 H 2.273 -5.316 0.425
134 H 1.816 -3.292 1.710
135 H 1.900 -1.078 4.490
136 H 1.132 -2.194 3.359
137 Cl 1.580 -3.665 -3.057
138 C 0.104 -4.208 -2.231
139 Cl 0.209 -5.964 -1.993
140 Cl -1.300 -3.843 -3.270
141 C -0.144 -3.444 -0.842
142 O -0.842 -4.061 -0.049
143 O 0.387 -2.315 -0.784

Summary:
- total charge = -2
- relative energy (zero: lowest compared OMol25 entry of this formula, charge and spin) (kJ/mol) = 0.0

---

| no. | E_tot (Eh) |
| --- | --- |
| 1 | -6250.40500 |
| 2 | -7328.60123 |
| 3 | -5299.27415 |